[1]
14
Properties=species:S:1:pos:R:3 method="wB97M-V/def2-TZVPD" e_tot_ha=-1098.9388 smiles="[H]/N=N/[C@@](C)(O)C(=S)S" charge=0 e_homo_ev=-8.818 lumo_ev=-0.564 de_lowest_kj_mol=354.7
C -0.09899 0.03806 0.05322
C -0.03162 -0.94044 -1.10901
C 1.02766 1.07857 -0.08459
N -1.59425 1.02523 1.32184
N -1.26032 0.96313 0.15347
O 0.23358 -0.57772 1.25802
S 0.23303 -0.67938 -2.69322
S -0.03967 -2.61446 -0.41933
H 1.91286 0.50045 -0.41134
H 1.26399 1.36853 0.90883
H 0.87017 1.98334 -0.69320
H -0.64227 -0.66496 1.73508
H -2.40399 1.77640 1.32733
H 0.52981 -3.25676 -1.34711

---

[2]
14
Properties=species:S:1:pos:R:3 method="wB97M-V/def2-TZVPD" e_tot_ha=-1098.9347 charge=0 e_homo_ev=-8.496 lumo_ev=0.076 de_lowest_kj_mol=365.5
C -1.68660 -0.05347 1.20031
C -0.21406 1.06950 -0.89422
C 1.05874 0.18735 -0.49028
H -0.30184 -2.82554 1.82776
H 0.15094 -2.04371 0.36585
H -2.07674 0.67514 1.84148
H -0.16548 1.91209 -0.19614
H -0.22639 1.53492 -1.85575
H 3.31278 0.41658 -0.12260
N -0.58087 -2.12133 1.04847
N -1.37526 -1.19538 1.78664
O 1.06319 -1.03280 -0.52399
S -1.86854 0.20042 -0.49644
S 2.46514 1.33643 -0.52914

---

[3]
12
Properties=species:S:1:pos:R:3 method="wB97M-V/def2-TZVPD" e_tot_ha=-568.2576 charge=+1 e_homo_ev="-14.092 / -12.456" lumo_ev="-6.264 / -7.184" de_lowest_kj_mol=434.0
C -1.01475 1.80475 -0.41618
C -0.91723 2.01203 0.79616
C 1.35719 -2.09808 -0.46122
N 0.50870 0.10871 -1.03190
N 0.30189 -1.02142 -0.76029
P -1.06561 2.97917 2.22096
H -0.81526 1.77428 -1.49131
H 0.84102 -2.99789 -0.65842
H 2.38029 -1.97061 -0.89264
H 1.61184 -1.96418 0.68867
H -0.67105 -1.46085 -0.48552
H -2.51702 2.83410 2.49170

---

[4]
12
Properties=species:S:1:pos:R:3 method="wB97M-V/def2-TZVPD" e_tot_ha=-625.5194 charge=0 e_homo_ev=-8.464 lumo_ev=0.950 de_lowest_kj_mol=269.4
C 0.71221 -1.28208 -0.76963
C -0.49803 -0.06356 0.44936
C -0.98832 0.98009 -0.51297
N 1.86527 -0.93976 -0.47424
N 0.50498 0.31639 1.33943
S 2.13127 0.21167 0.66196
H 0.39228 -2.00432 -1.48634
H -1.26232 -0.69837 0.88044
H -0.15686 1.49626 -0.98452
H -1.61112 1.71756 -0.00691
H -1.59409 0.50889 -1.28152
H 0.50473 -0.24277 2.18493

---

[5]
12
Properties=species:S:1:pos:R:3 method="wB97M-V/def2-TZVPD" e_tot_ha=-625.5704 smiles="C1=NCCSN1" charge=0 e_homo_ev=-8.623 lumo_ev=0.847 de_lowest_kj_mol=135.4
C 0.86204 0.94856 0.54649
C -0.17977 0.54113 1.55482
C -0.66878 -1.37920 0.12743
H 1.28370 1.95104 0.58295
H 1.72241 0.24214 0.57163
H 0.27116 0.35448 2.58337
H -0.87490 1.35178 1.72322
H -1.16957 -2.36097 0.01734
H 0.63484 -1.65151 -1.41444
N -0.88888 -0.66285 1.15992
N 0.06565 -0.96766 -0.97900
S 0.23838 0.67898 -1.16893

---

[6]
12
Properties=species:S:1:pos:R:3 method="wB97M-V/def2-TZVPD" e_tot_ha=-625.5380 smiles="C=CN(N)C=S" charge=0 e_homo_ev=-8.502 lumo_ev=0.427 de_lowest_kj_mol=220.5
C -0.13434 0.62282 -0.87308
C 0.83432 1.54307 -0.90618
C -1.19833 -1.19491 0.32197
H 1.40468 -1.20626 1.01554
H 0.48376 -0.22563 2.06426
H -1.00294 0.52364 -1.53292
H 0.68839 2.32939 -1.62037
H 1.74190 1.50080 -0.33371
H -0.90540 -1.88992 1.07124
N 0.82432 -0.38361 1.13252
N -0.19812 -0.31163 0.18954
S -2.53826 -1.30775 -0.52882

---

[7]
12
Properties=species:S:1:pos:R:3 method="wB97M-V/def2-TZVPD" e_tot_ha=-625.5110 smiles="N[C@@H]1CNC1=S" charge=0 e_homo_ev=-8.435 lumo_ev=0.640 de_lowest_kj_mol=291.3
C -0.67260 0.06309 -0.10287
C 0.66288 0.27536 -0.99041
C 0.25039 0.59554 1.05995
H -1.55326 -1.44142 0.92228
H -1.24510 -2.09577 -0.80836
H -1.60406 0.71295 -0.35024
H 1.21776 -0.73214 -1.13125
H 0.56270 0.79606 -1.95573
H 1.92125 1.46463 0.49854
N -0.74182 -1.45374 0.09365
N 1.11894 0.97846 0.12857
S 0.08291 0.83697 2.63586

---

[8]
12
Properties=species:S:1:pos:R:3 method="wB97M-V/def2-TZVPD" e_tot_ha=-625.5437 smiles="C=CN(N)C=S" charge=0 e_homo_ev=-8.693 lumo_ev=0.033 de_lowest_kj_mol=205.6
C -1.09525 0.18203 -0.01705
C -1.75458 -0.97984 -0.01549
C 1.21050 -0.74083 0.00833
H 1.36052 1.77893 0.82842
H 1.38261 1.78927 -0.83015
H -1.55757 1.11311 0.04369
H -1.37379 -2.01321 -0.03845
H -2.83122 -0.95536 -0.00060
H 0.72586 -1.68244 0.07328
N 0.77442 1.69874 -0.00361
N 0.31330 0.32774 -0.03310
S 2.84518 -0.51812 -0.01528

---

Q: Which of these has the highest charge?
A: C3H6N2P